Computed, not measured: C3H8N2O in the gas phase at a distorted geometry, with ωB97M-V/def2-TZVPD.

DFT total energy in eV: -8265.721
HOMO energy in eV: -8.16

```
! wB97M-V def2-TZVPD RIJCOSX def2/J DEFGRID3
* xyz 0 1
O -1.72 -0.68 0.78
C -1.49 -0.72 -0.56
N 0.07 -0.08 -0.93
C 0.27 1.19 -0.20
C 1.35 0.50 0.64
N 0.97 -0.76 -0.01
H -1.09 -1.26 1.22
H -1.43 -1.71 -1.00
H -2.17 -0.06 -1.09
H -0.60 1.51 0.37
H 0.60 1.98 -0.86
H 2.37 0.85 0.45
H 1.17 0.47 1.72
H 1.72 -1.22 -0.54
*
```

=====

Computed, not measured: C3H8N2O in the gas phase at a distorted geometry, with ωB97M-V/def2-TZVPD.

DFT total energy in eV: -8264.972
HOMO energy in eV: -6.10

```
! wB97M-V def2-TZVPD RIJCOSX def2/J DEFGRID3
* xyz 0 1
C 0.01 -0.39 -1.61
C 0.94 -0.29 0.73
N 1.77 0.82 0.60
C -1.67 -0.37 0.05
O -2.04 0.04 1.32
N -0.45 -0.23 -0.37
H -1.97 1.01 1.38
H 2.29 0.86 -0.26
H 1.34 1.71 0.81
H -2.47 -0.72 -0.59
H -0.67 -0.54 -2.43
H 1.07 -0.37 -1.79
H 1.44 -1.22 0.49
H 0.41 -0.31 1.68
*
```

=====

Number 1: Kohn-Sham gap 9.260 eV. Number 2: Kohn-Sham gap 6.794 eV.